# 1
20
Properties=species:S:1:pos:R:3:mulliken_charge:R:1 method="wB97M-V/def2-TZVPD" charge=+1 total_energy_ev=-8923.9402 gap_ev="10.47 / 7.68" spin_multiplicity=2
C -1.835 -0.515 1.540 -0.7830
N -1.330 0.508 0.541 -0.2006
C -0.095 0.094 -0.029 0.5933
C 1.081 0.381 0.569 -0.2005
C 2.109 -0.751 0.520 -1.0494
C -0.332 -0.931 -1.088 -1.3828
H -2.083 -1.448 0.993 0.3087
H -1.059 -0.715 2.297 0.3178
H -2.746 -0.011 2.028 0.3515
H -1.308 1.399 1.019 0.3760
H 1.290 1.326 1.040 0.4551
H 2.618 -0.834 1.488 0.3538
H 1.517 -1.699 0.529 0.2924
H 2.829 -0.835 -0.327 0.3414
H -1.398 -1.017 -1.301 0.4032
H -0.114 -1.973 -0.761 0.4294
H 0.445 -0.790 -1.830 0.3698
H -0.371 2.542 -2.962 0.3020
H 0.816 2.853 -2.205 0.3158
O -0.036 2.418 -2.062 -0.5939

***

# 2
17
Properties=species:S:1:pos:R:3:mulliken_charge:R:1 method="wB97M-V/def2-TZVPD" charge=+1 total_energy_ev=-16134.7092 gap_ev="8.07 / 8.07" spin_multiplicity=1
O -1.465 1.942 -2.013 -0.5725
C -3.415 0.892 -0.561 -0.2250
C -2.677 0.017 -0.065 -0.0058
O -1.349 -0.252 -0.159 -0.2846
C -0.651 -0.538 1.077 -0.4503
C 0.765 -0.889 0.695 -0.3980
O 1.250 0.135 -0.176 -0.2477
C 2.663 0.100 -0.380 -0.6603
Tl -0.125 0.829 -1.476 0.9746
H -4.412 1.285 -0.706 0.3545
H -1.146 -1.382 1.572 0.4304
H -0.686 0.352 1.720 0.3441
H 0.817 -1.855 0.174 0.3428
H 1.383 -0.931 1.602 0.4302
H 2.913 0.877 -1.110 0.3317
H 3.173 0.302 0.571 0.2853
H 2.962 -0.884 -0.766 0.3508

***

# 3
9
Properties=species:S:1:pos:R:3:mulliken_charge:R:1 method="wB97M-V/def2-TZVPD" total_energy_ev=-26162.3513 gap_ev=9.31 spin_multiplicity=1
C -0.783 0.415 -0.038 -0.0832
O 2.237 -1.924 -0.379 -0.3916
O -1.909 -0.067 0.613 -0.5208
O 0.136 -0.601 -0.427 -0.2764
S 1.628 -0.907 0.395 0.4946
I 2.869 1.085 -0.083 0.0190
H -1.114 0.901 -1.027 0.2450
H -0.308 1.202 0.754 0.1805
H -2.757 -0.104 0.192 0.3329

***

# 4
74
Properties=species:S:1:pos:R:3:mulliken_charge:R:1 method="wB97M-V/def2-TZVPD" smiles="O=C1OC(=O)C(Cl)=C1F.C1CCOC1.C1CCOC1.C1CCOC1.C1CCOC1.C1CCOC1" total_energy_ev=-57148.8693 gap_ev=7.26 spin_multiplicity=1
O -8.272 0.562 -2.208 -0.4903
C -7.073 0.043 -1.934 0.4885
O -6.905 -0.580 -0.593 -0.2162
C -5.781 -1.525 -0.798 0.4975
O -5.465 -2.643 -0.140 -0.4799
C -4.826 -1.109 -2.090 0.2387
Cl -3.142 -1.700 -2.592 -0.0742
C -5.698 -0.108 -2.814 0.2698
F -5.469 0.636 -4.074 -0.2498
C 0.232 1.952 0.484 -0.1901
C 0.324 2.024 -1.018 -0.6549
C -0.122 0.638 -1.430 -0.4196
O -1.051 0.187 -0.435 -0.3301
C -0.989 1.081 0.685 -0.3498
H 0.143 2.928 0.967 0.3783
H 1.119 1.449 0.887 -0.0202
H -0.383 2.772 -1.397 0.2898
H 1.321 2.279 -1.386 0.3360
H 0.720 -0.062 -1.444 0.2592
H -0.601 0.627 -2.413 0.2839
H -1.907 1.679 0.685 0.2894
H -0.947 0.506 1.614 0.1366
C 0.588 -3.611 3.057 -0.4494
C -0.143 -2.459 2.416 -0.1019
C 0.288 -2.576 0.970 0.1146
O 0.524 -3.968 0.717 -0.4442
C 0.534 -4.663 1.972 -0.5806
H 0.144 -3.945 3.998 0.3949
H 1.630 -3.327 3.251 0.1365
H -1.225 -2.616 2.497 0.2478
H 0.096 -1.487 2.855 -0.0110
H 1.225 -2.039 0.790 0.0547
H -0.469 -2.199 0.276 0.0575
H -0.389 -5.251 2.035 0.2812
H 1.386 -5.348 2.007 0.3012
C 2.925 -0.177 5.241 -0.2968
C 4.279 -0.077 4.586 -0.4168
C 3.928 0.455 3.214 -0.2397
O 2.751 1.259 3.367 -0.3972
C 2.210 1.031 4.676 -0.4656
H 2.964 -0.177 6.333 0.3697
H 2.422 -1.095 4.915 -0.0098
H 4.897 0.653 5.123 0.1711
H 4.821 -1.025 4.551 0.3770
H 3.689 -0.359 2.521 0.1891
H 4.732 1.057 2.780 0.1344
H 2.404 1.925 5.278 0.3021
H 1.128 0.884 4.607 0.2832
C 8.824 3.007 3.428 -0.5425
C 8.916 3.079 1.925 -0.5347
C 8.471 1.693 1.513 -0.4113
O 7.542 1.242 2.509 -0.3976
C 7.603 2.136 3.628 -0.3297
H 8.735 3.983 3.910 0.3312
H 9.712 2.504 3.830 0.2608
H 8.210 3.827 1.546 0.2631
H 9.914 3.334 1.558 0.3357
H 9.312 0.993 1.500 0.2504
H 7.991 1.682 0.530 0.2653
H 6.686 2.734 3.629 0.2252
H 7.646 1.561 4.558 0.2860
C -8.482 0.475 -7.730 -0.5034
C -8.685 -0.990 -7.446 -0.4861
C -7.275 -1.530 -7.538 -0.4210
O -6.397 -0.471 -7.130 -0.3926
C -7.152 0.746 -7.062 -0.3313
H -9.286 1.112 -7.353 0.3181
H -8.396 0.635 -8.812 0.2581
H -9.069 -1.120 -6.427 0.2467
H -9.376 -1.481 -8.136 0.3262
H -7.018 -1.798 -8.568 0.2671
H -7.118 -2.405 -6.900 0.2610
H -7.284 0.999 -6.004 0.1605
H -6.595 1.553 -7.546 0.2999